Entry 1:
A molecular structure, C4H4O2Pd in a non-equilibrium geometry, computed with ωB97M-V with the def2-TZVPD basis set.

Results
Strongest force on any atom in eV/Å: 6.4
ΔE to the lowest compared entry with this formula, charge and spin in kcal per mole: 0.0
⟨S²⟩: 2.024
LUMO (alpha / beta) in eV: 0.45 / -1.75
Orbital gap (alpha / beta) in eV: 7.51 / 6.51
Multiplicity: 3
E_HOMO (alpha / beta) in eV: -7.061 / -8.253

Last column: natural (NBO) charge in e.
Atoms and positions in Å:
O -0.29 0.50 2.21  -0.729
C 0.51 0.44 1.16  0.154
H 1.50 0.00 1.33  0.185
C 0.13 0.88 -0.11  -0.191
C 0.47 -0.05 -1.25  -0.524
C -0.26 -1.08 -0.39  0.298
O -1.56 -1.17 -0.49  -0.638
Pd -1.17 -0.85 1.29  0.728
H -0.84 1.38 -0.17  0.233
H 1.53 -0.29 -1.38  0.239
H -0.02 0.24 -2.20  0.246

---

Entry 2:
A single C4H4O2S molecule in a non-equilibrium geometry, computed with ωB97M-V with the def2-TZVPD basis set.

Results
Strongest force on any atom in eV/Å: 2.3
ΔE to the lowest compared entry with this formula, charge and spin in kcal per mole: 43.0
LUMO in eV: 0.58
Orbital gap in eV: 10.19
SMILES: C#C[C@@H](S)C(=O)O
E_HOMO in eV: -9.611

Last column: natural (NBO) charge in e.
Atoms and positions in Å:
C -0.71 1.97 1.13  -0.183
C -0.37 0.86 0.79  -0.072
C 0.05 -0.51 0.43  -0.523
S -1.38 -1.64 0.40  0.016
C 0.79 -0.53 -0.97  0.797
O 1.09 -1.58 -1.49  -0.571
O 0.85 0.61 -1.61  -0.647
H -0.96 2.97 1.39  0.246
H 0.76 -0.88 1.17  0.267
H -0.66 -2.63 -0.19  0.161
H 0.55 1.35 -1.06  0.508

---

Entry 3:
A single C4H4O2S molecule in a non-equilibrium geometry, computed with ωB97M-V with the def2-TZVPD basis set.

Results
Strongest force on any atom in eV/Å: 3.1
ΔE to the lowest compared entry with this formula, charge and spin in kcal per mole: 38.0
LUMO in eV: -0.70
Orbital gap in eV: 8.90
SMILES: C=CC(=O)C(=O)S
E_HOMO in eV: -9.602

Last column: natural (NBO) charge in e.
Atoms and positions in Å:
C -2.93 -0.12 0.52  -0.274
C -1.88 0.57 -0.03  -0.323
C -0.65 -0.28 -0.30  0.454
O -0.60 -1.47 -0.55  -0.497
C 0.71 0.55 -0.23  0.354
O 0.67 1.73 -0.23  -0.515
S 2.09 -0.47 0.32  -0.014
H -3.11 -1.16 0.39  0.215
H -3.79 0.41 0.86  0.198
H -1.70 1.70 -0.08  0.257
H 3.12 0.39 0.29  0.145

---

Entry 4:
A single C4H4O2S molecule in a non-equilibrium geometry, computed with ωB97M-V with the def2-TZVPD basis set.

Results
Strongest force on any atom in eV/Å: 1.7
ΔE to the lowest compared entry with this formula, charge and spin in kcal per mole: 26.6
LUMO in eV: -0.69
Orbital gap in eV: 9.03
SMILES: C=CC(=O)C(=O)S
E_HOMO in eV: -9.726

Last column: natural (NBO) charge in e.
Atoms and positions in Å:
C -2.30 -0.24 -0.16  -0.259
C -1.10 0.31 -0.07  -0.333
C 0.12 -0.47 0.14  0.452
O 0.17 -1.63 0.46  -0.491
C 1.46 0.33 0.10  0.309
O 1.43 1.52 0.36  -0.526
S 2.90 -0.63 -0.14  0.036
H -2.41 -1.31 -0.07  0.209
H -3.21 0.34 -0.31  0.208
H -0.92 1.39 -0.23  0.237
H 3.85 0.39 -0.09  0.158

---

Entry 5:
A single C4H4O2S molecule in a non-equilibrium geometry, computed with ωB97M-V with the def2-TZVPD basis set.

Results
Strongest force on any atom in eV/Å: 4.6
ΔE to the lowest compared entry with this formula, charge and spin in kcal per mole: 30.9
LUMO in eV: -0.15
Orbital gap in eV: 9.00
SMILES: O=C1CCC(=S)O1
E_HOMO in eV: -9.147

Last column: natural (NBO) charge in e.
Atoms and positions in Å:
O -1.14 -2.29 -0.67  -0.494
C -0.75 -1.24 -0.32  0.801
C 0.44 -0.77 0.65  -0.525
C 0.58 0.71 0.25  -0.532
C -0.53 1.08 -0.63  0.219
S -0.61 2.58 -1.28  -0.006
O -1.31 -0.03 -0.95  -0.507
H 1.21 -1.63 0.66  0.280
H -0.24 -0.53 1.69  0.245
H 0.86 1.34 1.08  0.261
H 1.47 0.79 -0.48  0.257

---

Entry 6:
A molecular structure, C4H4O2Yb in a non-equilibrium geometry, computed with ωB97M-V with the def2-TZVPD basis set.

Results
Strongest force on any atom in eV/Å: 5.0
ΔE to the lowest compared entry with this formula, charge and spin in kcal per mole: 90.9
LUMO in eV: -1.56
Orbital gap in eV: 3.54
E_HOMO in eV: -5.098

Last column: natural (NBO) charge in e.
Atoms and positions in Å:
H 2.53 2.65 0.52  0.506
O 3.58 2.14 0.69  -0.626
C 3.48 1.39 -0.39  0.179
C 2.29 1.66 -1.02  -0.125
C 1.61 1.86 -2.14  -0.340
C 0.17 2.13 -2.05  0.417
O -0.51 2.41 -3.03  -0.606
Yb -3.32 2.59 -3.37  0.012
H 3.74 0.33 -0.24  0.210
H 2.09 1.98 -3.11  0.235
H -0.30 1.97 -1.06  0.137

---

Entry 7:
A molecular structure, C4H4O2Yb in a non-equilibrium geometry, computed with ωB97M-V with the def2-TZVPD basis set.

Results
Strongest force on any atom in eV/Å: 4.8
⟨S²⟩: 2.028
LUMO (alpha / beta) in eV: -10.18 / -10.20
Orbital gap (alpha / beta) in eV: 3.48 / 6.77
Multiplicity: 3
E_HOMO (alpha / beta) in eV: -13.660 / -16.965
Net charge: +2

Last column: natural (NBO) charge in e.
Atoms and positions in Å:
H 0.36 0.08 1.71  0.249
O 2.51 0.92 1.82  -0.053
C 2.24 0.26 0.83  0.202
C 0.82 -0.13 0.68  -0.235
C 0.13 -0.01 -0.46  -0.310
C -1.32 -0.17 -0.43  0.354
O -2.03 -0.01 -1.42  -0.840
Yb -4.50 -0.34 -2.18  1.945
H 2.98 -0.40 0.34  0.295
H 0.58 0.33 -1.39  0.249
H -1.77 -0.52 0.52  0.144

---

Entry 8:
A single C4H4O3 molecule in a non-equilibrium geometry, computed with ωB97M-V with the def2-TZVPD basis set.

Results
Strongest force on any atom in eV/Å: 3.2
ΔE to the lowest compared entry with this formula, charge and spin in kcal per mole: 67.1
LUMO in eV: -0.60
Orbital gap in eV: 9.24
SMILES: CC(=O)C(=O)C=O
E_HOMO in eV: -9.846

Last column: natural (NBO) charge in e.
Atoms and positions in Å:
C -1.66 0.22 -0.50  -0.637
C -0.45 -0.52 -0.25  0.403
O 0.08 -1.35 -0.98  -0.549
C 0.50 -0.27 0.87  0.405
O 0.30 -0.68 1.99  -0.464
C 1.83 0.25 0.34  0.361
O 1.85 1.10 -0.51  -0.483
H -2.11 0.90 0.21  0.249
H -2.43 -0.34 -1.08  0.264
H -0.65 0.86 -0.90  0.308
H 2.74 -0.18 0.81  0.143